No. 1
# CH5S2

A 2-piece molecular cluster, CH5S2 overall (ωB97M-V with the def2-TZVPD basis set, OMol25).

Last column: Löwdin charge in e.
Geometry (Å):
S (-2.20, 1.10, -1.37)  -0.24
H (-2.54, 2.15, -0.63)  -0.49
C (1.16, -0.39, 0.64)  -0.53
S (0.38, -1.37, -0.65)  0.52
H (2.03, 0.08, 0.20)  0.00
H (0.51, 0.30, 1.14)  0.02
H (1.52, -1.07, 1.42)  0.00
H (-0.86, -0.81, -0.75)  -0.29

The HOMO-LUMO gap comes out at 6.39 eV. For the HOMO energy, the calculation gives -0.100 Ha. Its net charge is -1.


No. 2
# CH5S3

A 2-piece molecular cluster, CH5S3 overall (ωB97M-V with the def2-TZVPD basis set, OMol25).

Last column: Löwdin charge in e.
Geometry (Å):
S (0.40, -1.13, -2.96)  0.27
H (1.61, -1.65, -3.01)  -0.30
C (-0.18, 1.20, 1.55)  -0.53
S (-1.43, 0.38, 0.49)  0.13
S (-0.71, -1.54, 0.25)  -0.19
H (0.36, 1.92, 0.93)  0.01
H (0.50, 0.44, 1.93)  0.00
H (-0.70, 1.65, 2.36)  -0.02
H (0.15, -1.26, -1.54)  -0.36

The HOMO-LUMO gap comes out at 6.24 eV. For the HOMO energy, the calculation gives -0.097 Ha. Its net charge is -1.


No. 3
# CH6B4CeO7

CH6B4CeO7 as an isolated structure (ωB97M-V with the def2-TZVPD basis set, OMol25).

Last column: Löwdin charge in e.
Geometry (Å):
O (1.36, -1.72, 1.36)  -0.01
O (2.19, -2.12, 0.25)  -0.16
C (1.61, -1.59, -1.00)  0.03
B (0.98, -0.14, -0.83)  -0.44
O (1.84, 0.91, -0.15)  -0.11
B (1.00, 1.98, 0.54)  -0.24
O (-0.19, 2.20, 0.07)  0.35
B (-1.01, 1.14, -0.42)  -0.09
B (-2.68, 0.89, 0.04)  -0.49
O (-2.94, 0.63, 1.35)  0.21
O (-3.60, 1.09, -0.92)  0.24
O (-0.21, 0.24, -1.21)  0.37
H (0.65, -2.41, 1.42)  0.20
H (0.79, -2.21, -1.38)  0.17
H (2.41, -1.59, -1.75)  0.17
H (1.51, 2.44, 1.53)  0.16
H (-3.21, -0.25, 1.62)  0.13
H (-3.85, 0.44, -1.59)  0.14
Ce (3.35, 0.07, 1.08)  2.36

The HOMO-LUMO gap (spin up / spin down) comes out at 3.97 / 4.74 eV. Its multiplicity is 2. For the HOMO energy (spin up / spin down), the calculation gives -0.710 / -0.710 Ha. Its net charge is +3.


No. 4
# CH6BBeIOP

CH6BBeIOP as an isolated structure (ωB97M-V with the def2-TZVPD basis set, OMol25).

Last column: Löwdin charge in e.
Geometry (Å):
C (1.57, 0.26, -0.22)  -0.28
P (0.06, -0.14, 0.69)  0.88
O (-0.31, -1.81, 0.42)  -0.30
B (-1.43, 0.88, 0.03)  -1.09
I (-0.97, 1.99, -1.81)  0.74
H (1.41, -0.05, -1.25)  0.05
H (2.45, -0.26, 0.13)  0.06
H (1.67, 1.34, -0.17)  0.05
H (-0.22, -2.10, -0.50)  0.14
H (-2.27, 0.05, -0.22)  -0.01
H (-1.78, 1.66, 0.86)  -0.02
Be (-0.18, -1.82, 2.04)  0.78

The HOMO-LUMO gap comes out at 4.20 eV. For the HOMO energy, the calculation gives -0.439 Ha. Its net charge is +1.


No. 5
# CH6BN

A single CH6BN molecule (ωB97M-V with the def2-TZVPD basis set, OMol25).

Last column: Löwdin charge in e.
Geometry (Å):
C (0.87, 0.18, 0.69)  -0.12
B (-0.53, -0.39, 0.22)  -0.32
N (-1.06, 0.03, -1.13)  0.04
H (1.67, -0.64, 0.61)  0.06
H (0.84, 0.39, 1.80)  0.05
H (1.19, 1.11, 0.01)  0.09
H (-1.30, -0.91, 0.90)  0.03
H (-2.13, -0.02, -1.26)  0.09
H (-0.36, 0.39, -1.82)  0.07

The HOMO-LUMO gap comes out at 10.75 eV. For the HOMO energy, the calculation gives -0.367 Ha. As for the structure (SMILES): CBN.


No. 6
# CH6BN

A 2-piece molecular cluster, CH6BN overall (ωB97M-V with the def2-TZVPD basis set, OMol25).

Last column: Löwdin charge in e.
Geometry (Å):
B (0.43, -1.51, 0.38)  -0.10
C (0.22, 0.71, -0.38)  -0.07
N (-0.34, -0.47, -0.12)  -0.06
H (0.23, -2.56, 0.04)  0.01
H (1.38, -1.25, 1.05)  0.04
H (-0.47, 1.77, -0.57)  -0.05
H (-1.33, 3.01, -0.25)  0.08
H (1.07, 0.83, 0.39)  0.07
H (-1.20, -0.53, -0.54)  0.08

The HOMO-LUMO gap (spin up / spin down) comes out at 9.84 / 6.54 eV. For the HOMO energy (spin up / spin down), the calculation gives -0.361 / -0.276 Ha.


No. 7
# CH6BNO4S

A single CH6BNO4S molecule (ωB97M-V with the def2-TZVPD basis set, OMol25).

Last column: Löwdin charge in e.
Geometry (Å):
N (1.83, 0.92, -1.40)  -0.05
S (0.98, -0.52, -1.06)  0.62
O (-0.08, -0.71, -2.02)  -0.31
O (1.94, -1.60, -1.05)  -0.31
C (0.27, -0.21, 0.60)  -0.10
B (-1.20, -0.82, 0.57)  -0.67
O (-2.17, 0.10, 0.85)  0.22
O (-1.32, -2.18, 0.34)  0.20
H (2.65, 0.86, -1.97)  0.06
H (1.21, 1.47, -1.86)  0.01
H (0.23, 0.83, 0.99)  0.10
H (1.10, -0.80, 1.10)  0.11
H (-3.00, -0.21, 0.88)  0.04
H (-2.12, -2.45, -0.02)  0.08

The HOMO-LUMO gap comes out at 10.88 eV. For the HOMO energy, the calculation gives -0.392 Ha. As for the structure (SMILES): NS(=O)(=O)CB(O)O.


No. 8
# CH6Cl2OSi2

A single CH6Cl2OSi2 molecule (ωB97M-V with the def2-TZVPD basis set, OMol25).

Last column: Löwdin charge in e.
Geometry (Å):
C (-0.01, -0.78, 1.83)  -0.20
Si (-0.54, -1.27, -0.02)  0.14
Cl (0.30, -2.84, -0.72)  0.44
O (0.17, 0.07, -1.18)  -0.53
Si (0.35, 1.59, -1.47)  -0.04
Cl (0.07, 2.63, 0.25)  0.25
H (-0.36, 0.16, 2.23)  0.00
H (0.00, -1.60, 2.59)  0.04
H (1.04, -0.61, 1.68)  0.01
H (-1.89, -1.33, -0.69)  -0.02
H (-0.77, 2.17, -2.38)  -0.04
H (1.62, 1.82, -2.13)  -0.06

The HOMO-LUMO gap comes out at 10.98 eV. For the HOMO energy, the calculation gives -0.381 Ha. As for the structure (SMILES): C[Si@H](Cl)O[SiH2]Cl.


No. 9
# CH6ClNSi

A 2-piece molecular cluster, CH6ClNSi overall (ωB97M-V with the def2-TZVPD basis set, OMol25).

Last column: Löwdin charge in e.
Geometry (Å):
C (0.70, 0.54, -1.46)  -0.11
N (-1.08, -0.08, 1.97)  -0.15
Si (-1.45, -0.25, 0.30)  0.15
Cl (-2.59, 1.27, -0.17)  0.33
H (1.21, 1.33, -0.89)  -0.05
H (1.54, -0.18, -1.48)  -0.04
H (0.08, 0.72, -2.29)  -0.08
H (-1.64, 0.48, 2.50)  -0.04
H (-0.15, -0.12, 2.44)  0.06
H (-1.57, -1.64, -0.32)  -0.06

The HOMO-LUMO gap comes out at 8.10 eV. For the HOMO energy, the calculation gives -0.275 Ha.


No. 10
# CH6N

A 2-piece molecular cluster, CH6N overall (ωB97M-V with the def2-TZVPD basis set, OMol25).

Last column: Löwdin charge in e.
Geometry (Å):
C (0.58, 0.31, 0.04)  -0.05
N (-0.86, 0.15, 0.03)  0.09
H (1.11, 0.79, -0.78)  0.06
H (1.05, 0.34, 1.02)  0.06
H (1.98, -1.43, -0.35)  0.20
H (-1.40, 1.01, 0.36)  0.20
H (-1.01, -0.49, 0.79)  0.15
H (-1.24, -0.09, -1.05)  0.28

The HOMO-LUMO gap (spin up / spin down) comes out at 10.40 / 9.75 eV. For the HOMO energy (spin up / spin down), the calculation gives -0.559 / -0.564 Ha. Its net charge is +1.


No. 11
# CH6N2

A single CH6N2 molecule (ωB97M-V with the def2-TZVPD basis set, OMol25).

Last column: Löwdin charge in e.
Geometry (Å):
C (0.62, 0.48, -0.78)  -0.13
N (0.16, 0.34, 0.71)  -0.20
N (-1.08, -0.47, 0.94)  -0.09
H (0.55, -0.53, -1.32)  0.07
H (0.03, 1.26, -1.31)  0.06
H (1.68, 0.82, -0.73)  0.06
H (0.88, -0.20, 1.24)  0.09
H (-1.93, -0.15, 0.50)  0.04
H (-0.90, -1.55, 0.75)  0.10

The HOMO-LUMO gap comes out at 9.73 eV. For the HOMO energy, the calculation gives -0.315 Ha. As for the structure (SMILES): CNN.


No. 12
# CH6N2

A 2-piece molecular cluster, CH6N2 overall (ωB97M-V with the def2-TZVPD basis set, OMol25).

Last column: Löwdin charge in e.
Geometry (Å):
N (0.10, 1.91, 1.43)  0.21
H (1.00, 1.70, 1.86)  0.08
H (-0.22, 1.18, 0.79)  0.03
H (0.08, 2.85, 1.05)  0.07
C (-0.27, -1.67, -0.67)  0.03
N (0.09, -0.79, -1.49)  0.20
H (-0.45, -1.50, 0.40)  0.11
H (-0.13, -2.74, -0.89)  0.13
H (-0.20, -0.94, -2.47)  0.13

The HOMO-LUMO gap (spin up / spin down) comes out at 11.45 / 3.80 eV. Its multiplicity is 2. For the HOMO energy (spin up / spin down), the calculation gives -0.610 / -0.501 Ha. Its net charge is +1.


No. 13
# CH6N2NiOP

CH6N2NiOP as an isolated structure (ωB97M-V with the def2-TZVPD basis set, OMol25).

Last column: Löwdin charge in e.
Geometry (Å):
C (1.75, -0.21, -0.22)  -0.22
N (0.51, -0.10, 0.60)  -0.22
P (-0.86, -0.37, -0.49)  0.80
N (-1.92, 0.98, -0.12)  -0.15
O (-1.72, -1.71, 0.02)  -0.28
H (2.31, -1.09, 0.18)  0.11
H (2.32, 0.73, -0.08)  0.07
H (1.48, -0.37, -1.29)  0.05
H (-1.84, 1.65, -0.87)  0.03
H (-1.62, 1.38, 0.77)  0.02
H (-2.13, -2.09, -0.76)  0.04
Ni (1.71, 1.20, 2.27)  0.74

The HOMO-LUMO gap (spin up / spin down) comes out at 6.67 / 6.54 eV. Its multiplicity is 3. For the HOMO energy (spin up / spin down), the calculation gives -0.471 / -0.466 Ha. Its net charge is +1.


No. 14
# CH6N2O

A 2-piece molecular cluster, CH6N2O overall (ωB97M-V with the def2-TZVPD basis set, OMol25).

Last column: Löwdin charge in e.
Geometry (Å):
H (-1.86, 0.08, 0.84)  0.05
N (-1.06, -0.13, 0.25)  0.06
C (-0.04, 0.64, 0.36)  -0.36
N (0.67, 1.08, 1.46)  0.06
H (0.59, 0.73, -0.53)  0.10
H (0.14, 1.26, 2.29)  0.08
H (1.59, 0.68, 1.56)  0.09
O (0.16, -1.32, -2.39)  -0.08
H (-0.37, -0.80, -1.79)  -0.02
H (0.18, -2.22, -2.05)  0.03

The HOMO-LUMO gap comes out at 10.23 eV. For the HOMO energy, the calculation gives -0.346 Ha. As for the structure (SMILES): [H]/N=C\N.O.


No. 15
# CH6N2O

CH6N2O as an isolated structure (ωB97M-V with the def2-TZVPD basis set, OMol25).

Last column: Löwdin charge in e.
Geometry (Å):
N (1.14, -0.20, 0.50)  -0.12
O (1.65, -0.94, -0.66)  -0.09
H (2.16, -0.26, -1.14)  0.10
H (0.39, -0.83, 0.78)  0.00
H (1.26, 0.14, 1.48)  0.11
C (-1.11, 0.17, 0.02)  -0.25
N (-1.03, 1.24, -0.67)  -0.01
H (-1.71, 1.21, -1.44)  0.04
H (-1.63, -0.74, -0.27)  0.06
H (-1.11, 0.23, 1.40)  0.15

The HOMO-LUMO gap comes out at 9.54 eV. For the HOMO energy, the calculation gives -0.316 Ha.


No. 16
# CH6N2O

A 2-piece molecular cluster, CH6N2O overall (ωB97M-V with the def2-TZVPD basis set, OMol25).

Last column: Löwdin charge in e.
Geometry (Å):
H (0.98, -0.77, 2.14)  0.03
N (1.04, -1.34, 1.30)  0.06
C (0.03, -1.23, 0.54)  -0.40
N (-0.88, -0.19, 0.41)  0.06
H (-0.26, -2.02, -0.16)  0.11
H (-1.20, 0.05, -0.51)  0.07
H (-0.82, 0.53, 1.11)  0.09
O (0.01, 1.67, -1.76)  -0.06
H (0.69, 2.35, -1.82)  0.04
H (0.41, 0.96, -1.25)  0.01

The HOMO-LUMO gap comes out at 10.16 eV. For the HOMO energy, the calculation gives -0.344 Ha. As for the structure (SMILES): [H]/N=C\N.O.


No. 17
# CH6N2O

A 2-piece molecular cluster, CH6N2O overall (ωB97M-V with the def2-TZVPD basis set, OMol25).

Last column: Löwdin charge in e.
Geometry (Å):
N (0.11, 0.78, -1.32)  0.12
C (-1.18, 0.60, -0.94)  -0.41
O (-1.51, -0.25, -0.14)  -0.01
H (0.30, 1.27, -2.18)  0.09
H (0.76, 0.13, -0.90)  0.09
H (-1.92, 1.30, -1.36)  0.13
N (1.05, -1.01, 1.57)  0.02
H (1.32, -0.31, 2.25)  0.01
H (0.27, -0.60, 1.06)  -0.04
H (0.80, -1.91, 1.95)  0.00

The HOMO-LUMO gap comes out at 10.64 eV. For the HOMO energy, the calculation gives -0.356 Ha. As for the structure (SMILES): NC=O.N.


No. 18
# CH6N2O2

CH6N2O2 as an isolated structure (ωB97M-V with the def2-TZVPD basis set, OMol25).

Last column: Löwdin charge in e.
Geometry (Å):
C (-0.46, -0.67, 0.70)  -0.25
N (-0.97, 0.67, -0.25)  -0.12
N (-0.10, 0.98, -1.27)  -0.06
O (0.54, -0.08, 1.33)  -0.05
O (1.64, -1.36, 0.99)  -0.05
H (1.98, -1.06, 0.13)  0.06
H (-1.06, 1.45, 0.39)  0.08
H (0.53, 1.77, -1.14)  0.08
H (-0.42, 0.64, -2.17)  0.08
H (-1.30, -0.90, 1.35)  0.10
H (-0.39, -1.44, -0.07)  0.11

The HOMO-LUMO gap (spin up / spin down) comes out at 7.46 / 7.48 eV. For the HOMO energy (spin up / spin down), the calculation gives -0.296 / -0.296 Ha.


No. 19
# CH6N2O2

A 2-piece molecular cluster, CH6N2O2 overall (ωB97M-V with the def2-TZVPD basis set, OMol25).

Last column: Löwdin charge in e.
Geometry (Å):
C (-1.66, -0.73, 0.06)  -0.05
N (-0.40, -1.40, 0.43)  -0.26
N (0.70, -0.97, 0.30)  0.08
O (2.67, 1.96, -0.36)  -0.10
O (1.29, 1.86, -0.07)  -0.15
H (-1.43, 0.29, -0.27)  0.08
H (-2.13, -1.29, -0.75)  0.08
H (-2.32, -0.71, 0.92)  0.08
H (-0.60, -2.36, 0.83)  0.14
H (1.17, 0.88, 0.08)  0.01
H (2.69, 2.47, -1.18)  0.08

The HOMO-LUMO gap comes out at 9.50 eV. For the HOMO energy, the calculation gives -0.318 Ha.


No. 20
# CH6N2O2SSi

A 2-piece molecular cluster, CH6N2O2SSi overall (ωB97M-V with the def2-TZVPD basis set, OMol25).

Last column: Löwdin charge in e.
Geometry (Å):
C (1.00, -0.47, 0.29)  -0.63
N (-0.31, 0.67, -0.84)  -0.28
N (0.36, -1.66, 0.33)  0.15
O (3.74, -0.20, -0.38)  -0.46
O (1.61, 0.22, 1.14)  -0.17
Si (-1.83, 0.75, -0.10)  0.39
S (2.50, 0.50, -0.35)  1.07
H (-0.29, 1.66, -1.09)  -0.03
H (-0.18, -1.65, -0.57)  0.13
H (0.33, -2.03, 1.24)  0.11
H (-1.99, -0.70, 0.51)  -0.06
H (-2.03, 1.80, 0.87)  -0.11
H (-2.92, 1.11, -1.06)  -0.10

The HOMO-LUMO gap comes out at 8.61 eV. For the HOMO energy, the calculation gives -0.321 Ha.


no.,strongest force on any atom (eV/Å),E_tot (Ha)
1,0.74,-837.49444
2,1.24,-1235.70164
3,1.48,-1141.92420
4,2.60,-795.25689
5,4.16,-121.31065
6,4.57,-121.11485
7,5.14,-820.53210
8,5.53,-1616.45282
9,5.05,-846.08916
10,3.97,-95.99732
11,3.59,-151.13536
12,1.86,-150.79404
13,2.43,-2075.73776
14,2.89,-226.41287
15,4.24,-226.21867
16,1.58,-226.42820
17,1.45,-226.46161
18,6.03,-301.46697
19,1.89,-301.50165
20,4.43,-989.20141